C25H49CeNO2P2 as an isolated structure. Source: OMol25; level of theory: the ωB97M-V functional and the def2-TZVPD basis.

The geometry in XYZ format:
```
80
C25H49CeNO2P2, DFT the ωB97M-V functional and the def2-TZVPD basis
Ce -0.9789 0.4736 -0.3240
P 0.7262 2.5611 0.1940
P -1.5964 -2.1711 -0.9131
O 2.3101 -0.7768 -1.7863
O -1.6253 1.5379 -3.2797
N 1.9325 -1.3162 1.8167
C 1.6809 -1.2979 3.1048
C 3.8181 -2.7085 2.0491
C 1.9783 2.5374 1.5602
C 3.6491 -2.6423 3.4466
C 2.5504 -1.9334 3.9815
C -1.1438 1.1342 -2.2727
C 2.5443 4.3781 -0.8349
C 1.4671 3.3733 -1.2699
C 1.3351 -0.4039 -1.2511
C -1.2997 -2.8314 -2.6037
C 0.1770 -3.6445 0.6625
C -3.9185 -0.6843 -1.7041
C -3.4356 -1.8440 -0.8124
C -2.1458 -3.3411 1.5913
C -1.8506 3.7807 -0.1547
C -4.2337 -3.1321 -1.0862
C 0.4656 3.9901 -2.2616
C -1.1788 -1.7347 -3.6809
C 2.8956 -2.0239 1.2642
C -0.1128 5.0399 1.2272
C 3.1310 1.6035 1.1797
C -0.0450 -3.7172 -2.6550
C -0.6531 3.6632 0.8130
C 1.3339 2.1528 2.9095
C -1.3130 -3.5429 0.3056
H -3.1631 -3.7353 1.4867
H -0.1897 -1.2528 -3.6696
H 0.2471 5.0368 -1.9993
H -2.1914 -3.4523 -2.8105
H 1.9406 2.5190 -1.7875
H 2.3786 3.5611 1.6489
H 3.4945 3.8713 -0.6266
H 0.1703 5.6392 0.3517
H -1.9307 -0.9418 -3.6420
H 0.4720 1.4705 2.8374
H -0.4710 3.4352 -2.3694
H 0.8417 -3.2171 -0.0919
H -3.7363 -0.8882 -2.7683
H 4.6144 -3.2442 1.5336
H 2.2525 4.9376 0.0653
H -4.4539 -3.2252 -2.1581
H -1.6788 -3.8714 2.4339
H 2.3261 -1.8217 5.0338
H -3.4909 0.3102 -1.4647
H 0.0332 -4.1413 -3.6646
H -3.7296 -4.0503 -0.7566
H -5.0054 -0.5827 -1.5646
H -1.0073 3.1558 1.7280
H 4.3594 -3.1220 4.1129
H -1.6299 -4.4608 -0.2257
H -0.2257 -0.7656 1.2966
H -2.0676 2.8896 -0.7843
H 3.5475 1.7691 0.1792
H -0.9084 5.5792 1.7607
H 0.7420 4.9757 1.9134
H 2.0632 1.6540 3.5633
H -2.7645 3.9680 0.4305
H 2.7918 0.5670 1.2120
H -1.2853 -2.2303 -4.6580
H 2.8364 -2.0436 0.1796
H -3.6069 -1.5514 0.2391
H 2.7105 5.1220 -1.6267
H 3.9408 1.7087 1.9145
H 0.9181 3.9705 -3.2650
H 0.8736 -3.1397 -2.4743
H 0.7583 -0.7756 3.3501
H -5.1882 -3.0776 -0.5422
H 0.9800 3.0519 3.4316
H -2.2187 -2.2877 1.9100
H -1.7053 4.6290 -0.8384
H 0.4859 -4.6892 0.8086
H -0.0783 -4.5430 -1.9378
H 0.3844 -3.0951 1.5854
H 0.0992 -0.0954 1.5042
```

- frontier orbital gap (spin up / spin down) (eV) = 3.530 / 3.528
- LUMO level (spin up / spin down) (eV) = -16.537 / -16.538
- charge = +4

=====

A single C6H9N molecule. Source: OMol25; level of theory: the ωB97M-V functional and the def2-TZVPD basis.

The geometry in XYZ format:
```
16
C6H9N, DFT the ωB97M-V functional and the def2-TZVPD basis
N 0.7297 1.1584 0.0859
C -2.1051 1.4265 -0.1367
C 0.0492 -1.1116 -0.2301
C -1.2970 -0.9730 -0.1818
C 2.4876 -0.5513 0.2692
C 1.0613 -0.0780 0.0498
C -2.1278 0.1390 0.2496
H -1.5756 1.7816 -0.9979
H 1.5442 1.7333 0.3109
H 2.6776 -0.7045 1.3378
H -1.8733 -1.8642 -0.4258
H 0.4418 -2.0997 -0.4771
H 3.1972 0.1996 -0.0950
H -2.8141 2.0915 0.3600
H -3.2212 0.1655 0.1272
H 2.6950 -1.4959 -0.2432
```

- SMILES string = [H]/N=C(C)/C=C\C=C
- frontier orbital gap (eV) = 8.525
- energy above the lowest of the compared OMol25 structures with the same formula, charge and spin (eV) = 3.371
- LUMO level (eV) = 0.399

=====

C32H27BN5O2P2SSe2Sr as an isolated structure. Source: OMol25; level of theory: the ωB97M-V functional and the def2-TZVPD basis.

The geometry in XYZ format:
```
73
C32H27BN5O2P2SSe2Sr, DFT the ωB97M-V functional and the def2-TZVPD basis
Sr 1.7246 3.1296 -1.6162
Se -3.1609 -2.3747 0.9903
Se -0.1722 0.9468 -3.6070
S 2.3463 4.4254 -5.6192
P -1.0564 -0.2168 -2.0841
P -1.4565 -1.3417 1.7007
O 3.2972 4.5636 -0.3328
O -0.1663 7.3281 -1.2794
N 1.4141 5.6618 -0.9988
N -0.1071 1.6657 -0.4443
N 0.0858 2.0385 0.8065
N -0.4372 1.1664 1.6380
N 3.2357 1.0214 -1.4330
C 2.0299 3.8521 -4.1773
C 2.4075 -3.8350 1.6423
C 1.6551 -3.1996 -1.8206
C 3.9673 0.1360 -1.2985
C -2.0519 0.4055 5.4036
C 1.1738 -4.4668 1.5763
C -0.3593 -1.8893 -1.9932
C -1.7584 -2.1148 4.3054
C -3.2962 -1.0279 -3.4811
C 1.0301 -1.9652 -1.8877
C -5.1200 0.1405 -1.7496
C 0.0737 -2.3296 1.6392
C -4.6524 -1.1084 -3.7486
C -2.1223 -0.7113 6.2195
C -5.5670 -0.5224 -2.8810
C -0.4857 -4.2883 -1.9948
C 2.6388 5.6121 -0.4499
C -1.9731 -1.9772 5.6654
C 0.0068 -3.7164 1.5672
C -2.8452 -0.3837 -2.3304
C 3.1460 6.9686 0.0176
C 2.4782 -2.4506 1.6994
C -1.0008 0.1847 0.8933
C -1.8261 0.2717 4.0382
C 1.3145 -1.6973 1.6983
C 0.9267 6.9419 -0.9174
C -0.7909 0.5105 -0.4541
C -1.1186 -3.0526 -2.0379
C 1.9628 7.8786 -0.2696
C -1.6781 -0.9923 3.4812
C 0.8948 -4.3610 -1.8841
C -3.7617 0.2072 -1.4709
B 4.9640 -1.0950 -1.1595
H 2.7317 -3.2386 -1.7117
H -6.6279 -0.5781 -3.0937
H 2.1816 8.6916 -0.9616
H -1.6639 -3.1032 3.8724
H 5.4012 -1.3584 -2.2636
H -0.9610 -4.1946 1.4667
H 3.4278 6.9051 1.0688
H -1.0803 -5.1936 -2.0271
H -3.4163 0.7144 -0.5805
H 3.4375 -1.9526 1.6979
H -2.0271 -2.8583 6.2929
H -5.8275 0.6000 -1.0711
H -2.1964 -2.9995 -2.0881
H -2.5774 -1.4513 -4.1728
H 1.1180 -5.5466 1.5041
H 1.3767 -0.6176 1.7372
H -1.7374 1.1462 3.4099
H -4.9958 -1.6156 -4.6418
H 3.3200 -4.4180 1.6176
H 1.6235 -1.0578 -1.8596
H 1.5186 8.3158 0.6252
H 5.8542 -0.7728 -0.3948
H -2.1629 1.3963 5.8265
H 4.0437 7.2146 -0.5510
H 1.3827 -5.3278 -1.8345
H 4.3365 -2.0391 -0.7129
H -2.2893 -0.5990 7.2840
```

- frontier orbital gap (spin up / spin down) (eV) = 3.719 / 7.285
- energy above the lowest of the compared OMol25 structures with the same formula, charge and spin (eV) = 0.388
- LUMO level (spin up / spin down) (eV) = 3.753 / 3.753
- 2S+1 = 2
- charge = -2

=====

C47H36N3O8P2S4Ta as an isolated structure. Source: OMol25; level of theory: the ωB97M-V functional and the def2-TZVPD basis.

The geometry in XYZ format:
```
101
C47H36N3O8P2S4Ta, DFT the ωB97M-V functional and the def2-TZVPD basis
Ta 0.2000 -0.6515 -0.2006
S -0.1504 -0.8284 -3.1084
S 0.0618 3.3423 0.9872
S -0.4491 -1.8890 2.1357
S 1.4874 -2.9572 -1.0513
P -1.8722 -0.4677 2.0453
P -1.5256 2.2604 0.5957
O 2.1200 -4.1113 -0.5128
O 5.8652 -5.1802 -0.5311
O -0.8314 -0.2301 -4.2056
O 1.1552 0.9284 -0.4503
O 0.1147 -2.6781 -0.4832
O 1.1298 -0.2763 -2.7171
O 2.2077 -1.6872 -0.8361
O -1.0152 -0.8848 -1.8425
N 7.4101 0.1228 0.2778
N 6.7031 1.1445 0.1329
N 2.1587 -0.3139 1.5101
C -4.6412 -0.5302 1.7199
C -0.6901 1.0526 3.9713
C -5.8878 -1.1368 1.7250
C -2.9867 0.4790 4.4664
C 3.9710 -0.8971 2.9471
C 4.6793 1.8239 -0.9377
C -5.2713 3.2965 1.9632
C 0.1295 -4.2552 -5.1804
C -4.9970 3.8891 3.1886
C -3.6825 3.9838 3.6319
C -2.9184 2.8359 1.6493
C 3.2834 1.8271 -1.1470
C 1.0993 -3.3138 -2.7569
C 5.7655 -2.9396 -1.1665
C -1.8891 0.4282 3.6146
C 4.4218 0.4559 1.0192
C 5.2590 1.1124 0.0652
C -0.2703 -3.0025 -4.7278
C -3.5931 -2.6673 2.0886
C -2.2694 3.9074 -1.4904
C -2.8050 4.2099 -2.7319
C -2.2228 2.5825 -1.0525
C 7.4489 -2.1979 0.8930
C -4.8458 -3.2717 2.0917
C 2.6255 -0.9760 2.5371
C 2.4818 1.1220 -0.3188
C 3.0475 0.4217 0.7706
C -3.2732 3.1898 -3.5560
C -4.2358 2.7804 1.1936
C 6.2472 -3.9068 -0.2861
C -2.7466 1.5746 -1.8518
C -3.2547 1.8773 -3.1136
C 1.0201 -5.0157 -4.4428
C -1.2797 0.4744 0.7268
C -2.8908 1.1686 5.6705
C -0.6003 1.7339 5.1735
C 0.2185 -2.5192 -3.5315
C 4.8572 -0.1730 2.2073
C -3.4854 -1.2885 1.9135
C 7.0922 -3.5343 0.7506
C -5.9914 -2.5082 1.9207
C -1.7030 1.7944 6.0213
C -2.6486 3.4721 2.8605
C 1.4904 -4.5582 -3.2176
C 6.1658 -6.1483 0.4609
C 6.9204 -1.2251 0.0683
C 6.0784 -1.6119 -0.9800
H -3.4601 4.4731 4.5736
H 2.8461 2.3593 -1.9832
H 7.4940 -4.2674 1.4361
H 5.7928 -5.8388 1.4387
H -4.5625 0.5377 1.5734
H -6.9666 -2.9815 1.9392
H 5.6648 -7.0609 0.1562
H 5.3261 2.3312 -1.6436
H -5.8040 4.3016 3.7834
H -6.2909 3.2520 1.5976
H 0.3265 2.2232 5.4511
H 7.2401 -6.3344 0.5258
H 5.8843 -0.0691 2.5298
H 1.9071 -1.5660 3.0937
H 1.3400 -5.9832 -4.8084
H 5.6827 -0.8736 -1.6635
H -0.9505 -2.3811 -5.2980
H 2.1475 -5.1614 -2.6034
H 0.1554 1.0101 3.2932
H 8.1266 -1.8950 1.6832
H -1.8735 4.6904 -0.8521
H 5.1252 -3.2562 -1.9810
H -2.6976 -3.2599 2.2212
H -3.9133 -0.0122 4.1967
H -2.8571 5.2408 -3.0607
H -4.4549 2.3556 0.2202
H -3.7450 1.2142 6.3356
H 4.2850 -1.4098 3.8469
H -0.2576 -4.6325 -6.1190
H -3.6253 1.0818 -3.7484
H -6.7795 -0.5369 1.5861
H -1.6172 3.5846 3.1718
H -4.9241 -4.3428 2.2369
H -3.6513 3.4220 -4.5459
H -2.7599 0.5562 -1.4880
H -1.6317 2.3284 6.9631
```

- frontier orbital gap (eV) = 7.303
- energy above the lowest of the compared OMol25 structures with the same formula, charge and spin (eV) = 1.387
- LUMO level (eV) = -0.383

=====

A single C6H8N4S molecule. Source: OMol25; level of theory: the ωB97M-V functional and the def2-TZVPD basis.

The geometry in XYZ format:
```
19
C6H8N4S, DFT the ωB97M-V functional and the def2-TZVPD basis
S -3.2668 1.6778 0.8334
N 2.8947 -1.1039 -1.3034
N 0.6923 -0.5146 -0.8024
N 0.9314 -2.6440 -1.8903
N 1.4220 0.2889 0.1713
C -0.6772 1.1995 0.8021
C 1.5536 -1.4772 -1.5029
C 0.7750 1.1291 0.8003
C -2.8495 0.0661 1.2619
C -1.4556 -0.0717 1.1499
C -1.5987 2.2539 0.6294
H 3.6733 -1.3340 -1.8277
H -0.1177 -2.8270 -1.4702
H 2.9498 0.0139 -1.2424
H -0.3300 -0.3937 -0.7666
H -0.8749 -1.0037 1.6846
H 1.4022 1.9263 1.1305
H -1.5093 3.3388 0.6071
H -3.6146 -0.5247 1.7355
```

- SMILES string = [H]/N=C(/N)N/N=C\c1ccsc1
- frontier orbital gap (eV) = 8.676
- energy above the lowest of the compared OMol25 structures with the same formula, charge and spin (eV) = 3.235
- LUMO level (eV) = 0.306

=====

A 15-piece molecular cluster, C34H66Cl28INO6 overall. Source: OMol25; level of theory: the ωB97M-V functional and the def2-TZVPD basis.

The geometry in XYZ format:
```
136
C34H66Cl28INO6, DFT the ωB97M-V functional and the def2-TZVPD basis
I -2.9407 1.9952 -2.0487
Cl 2.4441 5.9767 7.4216
Cl -2.2197 -3.1054 -8.5843
Cl -2.5097 -5.1612 -10.6547
Cl -7.6869 -3.6103 -0.4548
Cl -2.1103 -5.1816 4.4932
Cl -3.7989 -4.5743 -3.0229
Cl 7.1352 5.5175 -5.2463
Cl 2.9238 4.0924 5.2172
Cl -4.8005 -7.8539 -13.9675
Cl -2.8459 0.8772 1.1911
Cl -0.7659 9.5446 7.0016
Cl 7.7960 5.1344 -2.4142
Cl 0.7594 1.0333 6.1883
Cl 0.8030 8.5253 12.3660
Cl -7.3162 -1.8667 -2.7830
Cl -3.7775 -7.0446 2.9627
Cl 5.2348 2.0673 -1.5534
Cl 3.4144 1.7383 8.8768
Cl -5.7470 3.9378 -0.4758
Cl 0.2451 8.4067 4.4922
Cl 1.3269 6.6311 10.1790
Cl -5.5120 4.9620 -3.2228
Cl -3.5119 -2.9109 -5.4216
Cl 2.4158 2.8793 11.3854
Cl -1.9123 -8.3388 -13.8289
Cl -2.8886 2.1284 3.8556
Cl 0.3264 -1.6688 5.1057
Cl 5.5420 1.7659 -4.4534
O -1.8015 -0.8865 -3.1350
O 0.3993 -2.2714 -0.8192
O -3.6828 -2.9286 1.0523
O 7.0336 -2.7890 -2.2973
O -3.8953 -1.2020 -0.3677
O 8.0641 -0.9517 -3.0687
N 1.9252 -0.7074 0.1572
C 7.9584 -1.8211 -2.2526
C -4.4388 -3.2030 -3.9444
C 2.5846 -3.0068 -0.1025
C -3.8274 1.6706 2.4222
C 5.6639 -2.3127 -2.3358
C 0.2560 -1.2990 -1.8342
C 3.8006 2.1673 10.5507
C -0.1468 3.7266 -3.8194
C 1.4051 -2.0518 0.1848
C 0.7636 -2.4855 1.5268
C -1.3989 -3.7720 1.1740
C 6.5198 5.4815 -3.5920
C 1.2129 0.3521 0.8630
C 0.6347 8.8793 6.1500
C -1.3630 0.1705 -3.9613
C -2.4417 -4.8226 -8.9178
C -6.6067 4.4802 -1.9273
C 1.5726 2.2449 2.4781
C -3.2161 -7.1716 -13.5808
C 3.3967 -2.6768 -1.3579
C -8.2725 -2.1902 -1.3324
C -0.7826 -1.8212 -2.8338
C 0.7528 6.8375 11.8387
C -0.7793 -2.4204 1.5481
C -4.3779 -2.0877 0.2756
C -1.0737 2.6318 -4.3541
C -0.1361 -0.4872 6.3335
C 6.3610 1.7436 -2.8869
C -3.7555 -5.6515 4.0502
C 2.3840 4.2883 6.8873
C -2.6559 -3.6711 0.3549
C -1.2705 1.5321 -3.3101
C 1.7787 0.7517 2.2304
C 4.9066 -2.6710 -1.0725
H -0.7069 -4.3685 0.5804
H 0.1556 0.1225 0.9306
H -5.4557 -2.2662 0.2450
H 2.2331 2.7983 1.8079
H 5.0654 -1.9004 -0.3146
H 6.8004 0.7677 -2.7388
H 7.1282 2.5087 -2.8855
H 3.2229 -2.9599 0.7838
H 4.6092 2.8879 10.5426
H 5.7674 4.7037 -3.5213
H 5.1737 -2.7757 -3.1882
H -1.6071 -5.3684 -8.4960
H -1.2311 -2.7188 -2.4176
H -3.2160 -6.8715 -12.5414
H -4.2536 2.5703 1.9939
H -1.1490 -1.6308 0.8985
H 2.8531 0.5616 2.1910
H -9.2973 -2.3756 -1.6286
H -3.0448 -4.6703 0.1507
H 8.6212 -1.8824 -1.3851
H 3.1553 -1.6878 -1.7366
H -4.2954 -5.9080 4.9531
H 1.1951 -1.0962 -2.3468
H -1.6168 -4.3138 2.0931
H -1.0676 -2.2009 2.5766
H 1.8172 2.5303 3.4966
H 1.3227 0.1739 3.0314
H -0.2714 -2.0874 -3.7633
H -7.2251 3.6641 -2.2800
H 3.2152 -3.4429 -2.1104
H -5.4591 -3.4273 -4.2240
H -0.3984 3.9627 -2.7862
H 6.0948 6.4495 -3.3583
H 4.0943 1.2661 11.0740
H -0.2222 4.6411 -4.4037
H 1.4092 9.6358 6.1196
H 1.0099 -3.5387 1.6659
H -4.6088 0.9877 2.7327
H -4.3909 -2.3179 -3.3193
H -1.1914 -0.2709 6.2220
H 2.9121 -0.6968 0.3664
H -0.4040 -0.0774 -4.4241
H -3.0419 -6.3184 -14.2249
H 3.0258 3.7004 7.5329
H 5.2416 -3.6237 -0.6676
H -2.0204 3.1135 -4.5817
H 1.2090 -1.9619 2.3673
H 0.5556 2.5310 2.2208
H 1.2834 1.2514 0.2428
H -0.1426 -0.3698 -1.4187
H -2.4355 -3.2077 -0.6049
H -2.0829 0.2604 -4.7824
H -7.2142 5.3348 -1.6570
H -3.3740 -5.1428 -8.4690
H -4.2219 -4.8143 3.5433
H 0.8944 3.4043 -3.8297
H 0.9729 7.9985 6.6806
H -0.4094 1.5546 -2.6435
H 5.6605 -1.2324 -2.4599
H 2.1732 -4.0125 -0.1358
H -8.2110 -1.3261 -0.6821
H -0.6252 2.2100 -5.2539
H -0.2724 6.4921 11.8939
H 1.3890 6.2550 12.4943
H 0.0692 -0.9104 7.3091
H 1.3593 3.9422 6.9618
```

- frontier orbital gap (eV) = 8.769
- LUMO level (eV) = 0.161

=====

A single C22H28ClNO4S molecule. Source: OMol25; level of theory: the ωB97M-V functional and the def2-TZVPD basis.

The geometry in XYZ format:
```
57
C22H28ClNO4S, DFT the ωB97M-V functional and the def2-TZVPD basis
Cl 8.7968 -0.0361 -3.7895
S 2.0442 0.2496 -3.9769
O 2.1734 0.6138 -0.8601
O 2.3380 -0.0759 -5.3474
O -3.5014 0.6546 4.5044
O 0.6696 0.5695 -3.6723
N -0.0194 0.0951 -0.7754
C 4.5055 1.3016 -3.5721
C -4.3850 -1.6275 4.6665
C 5.1328 1.1455 -4.8041
C 7.1477 0.4746 -3.7056
C 6.5387 0.6194 -2.4689
C 2.5569 -1.1807 -2.9431
C 1.4868 -1.4319 -1.9011
C 3.0776 1.6905 -3.4993
C -2.4449 0.3993 0.9820
C -3.2141 0.1969 2.1148
C -5.6720 -2.4405 4.7740
C 6.4501 0.7321 -4.8758
C -4.6748 -0.1275 4.5809
C -1.6538 1.5123 3.3729
C -1.2093 2.1632 -1.2874
C 1.2497 -0.1308 -1.1384
C -0.4505 1.3698 -0.2208
C -0.8956 1.7020 2.2381
C 5.2189 1.0282 -2.4081
C -2.8268 0.7560 3.3282
C -5.3868 -3.9339 4.8741
C -1.2798 1.1508 1.0210
H -3.8218 -1.9430 3.7855
H -4.1132 -0.3932 2.0316
H 2.7626 1.9563 -2.4954
H 6.9357 0.6100 -5.8311
H -0.6407 2.1556 -2.2149
H -2.1836 1.7188 -1.4758
H 4.5769 1.3331 -5.7091
H -2.7732 -0.0434 0.0522
H 4.7309 1.1394 -1.4509
H 0.0098 2.2879 2.2952
H -0.7461 -0.4920 -1.1522
H -1.3554 3.1881 -0.9575
H -1.3609 1.9424 4.3175
H 7.0928 0.4142 -1.5664
H 2.6944 -2.0123 -3.6270
H 0.5660 -1.7585 -2.3831
H -3.7566 -1.8099 5.5405
H -5.3446 0.0911 3.7396
H -5.1654 0.2049 5.5006
H 0.4699 1.8998 0.0435
H -6.2966 -2.2478 3.8984
H 1.8155 -2.2008 -1.1970
H -6.3149 -4.4955 4.9473
H -4.8446 -4.2791 3.9966
H -6.2305 -2.1166 5.6549
H -4.7850 -4.1485 5.7541
H 2.8032 2.4588 -4.2177
H 3.5031 -0.8999 -2.4900
```

- SMILES string = CCCCOc1ccc([C@H](C)NC(=O)CCS(=O)(=O)Cc2ccc(Cl)cc2)cc1
- frontier orbital gap (eV) = 9.067
- energy above the lowest of the compared OMol25 structures with the same formula, charge and spin (eV) = 0.345
- LUMO level (eV) = 0.587